# C85H198N6O19

17 unconnected molecules or ions with the total composition C85H198N6O19 in a non-equilibrium geometry (the ωB97M-V functional and the def2-TZVPD basis, the Open Molecules 2025 dataset).

Geometry as XYZ:
```
308
Properties=species:S:1:pos:R:3:forces:R:3
C 1.94898 3.04772 -5.44025 2.2 0.9 1.1
C 2.09629 2.19425 -4.20986 -1.6 -0.5 1.7
O 1.77639 0.81326 -4.45562 -0.5 0.3 -0.6
O 2.91015 2.52252 -6.36400 -0.3 0.9 -0.3
H 2.36667 4.07504 -5.17440 -0.8 -1.0 -0.3
H 0.91518 3.14809 -5.73932 -0.1 -0.2 -0.6
H 1.37065 2.49673 -3.39898 0.8 0.2 -0.8
H 3.09719 2.21346 -3.78469 0.2 0.3 -0.1
H 2.58859 0.32354 -4.37186 0.5 -0.5 0.2
H 2.48182 1.85180 -6.87633 -0.4 -0.7 -0.5
C 6.24105 -0.46115 -4.97417 1.7 -0.9 -2.1
C 5.93883 -1.16512 -3.69914 -0.1 -0.2 1.4
O 4.52704 -0.99441 -3.50621 0.5 0.3 -0.7
O 5.52704 -1.07595 -6.07315 0.0 0.7 0.8
H 7.32454 -0.61523 -5.30439 -1.2 0.5 0.9
H 6.03577 0.62334 -4.87356 -0.1 -0.5 -0.1
H 6.59397 -0.66475 -2.95004 -0.7 -0.1 0.2
H 6.21853 -2.24075 -3.61862 -0.2 0.6 -0.6
H 4.13791 -1.38117 -2.69632 0.4 0.1 0.5
H 4.66121 -1.22442 -5.67993 -0.4 -0.1 -0.2
C -1.76933 -4.52396 1.50903 -1.4 -1.9 1.8
C -1.84157 -4.53941 3.09190 1.3 -1.1 0.2
C -0.81102 -3.49615 3.54097 0.3 0.2 -2.4
C -0.92422 -3.17256 4.96952 -0.4 1.6 0.1
C -2.33049 -2.64266 5.23642 0.6 0.8 -0.8
C -3.40333 -3.61397 4.92559 0.0 -2.7 0.2
N -3.17224 -4.09715 3.51797 0.1 1.5 -0.6
O -4.11535 -5.08288 3.13371 -0.6 -0.2 1.8
C -3.31471 -4.80740 5.92457 0.5 -0.8 -0.3
C -4.78109 -2.95148 5.07434 1.1 0.2 -1.9
C -1.45124 -5.96227 3.66147 -0.3 1.4 0.0
H -0.75365 -4.72532 1.20382 0.4 0.4 -0.1
H -2.16106 -3.52401 1.30091 0.2 -0.5 -0.9
H -2.35365 -5.43850 1.12430 0.5 1.8 0.2
H 0.24096 -3.77180 3.24636 -1.0 -0.1 0.2
H -1.05604 -2.59992 2.88336 0.4 -0.5 1.0
H -0.17574 -2.41586 5.17677 0.1 0.3 0.4
H -0.71255 -3.99367 5.61141 0.2 -0.8 0.4
H -2.58094 -1.79134 4.57236 0.7 0.2 0.6
H -2.41717 -2.40398 6.27697 -0.2 0.6 0.6
H -3.92737 -4.66162 6.78471 -0.5 0.4 0.7
H -3.75209 -5.67042 5.42593 0.1 -0.2 0.0
H -2.30710 -5.10612 6.32966 -0.9 0.5 -0.7
H -4.68362 -1.93108 4.65568 -0.5 -0.5 -0.2
H -5.50264 -3.56603 4.53717 -0.3 0.3 0.1
H -5.03215 -2.82952 6.09195 -0.3 -0.1 1.2
H -0.55564 -6.23915 3.12245 0.2 -0.5 0.0
H -2.28203 -6.63759 3.51642 0.0 -0.4 -0.3
H -1.25547 -5.95073 4.74533 0.1 0.1 -0.5
H -4.00763 -5.23366 2.20093 0.1 -0.1 -1.1
C 6.34213 0.05994 5.80554 0.6 -3.3 2.2
C 5.32330 -1.14505 6.06315 2.4 -0.5 -0.6
C 4.04529 -0.72923 5.46795 -2.3 0.2 -0.3
C 3.03560 -1.90746 5.31606 0.5 -0.3 0.8
C 3.62844 -3.04552 4.41445 0.6 1.4 1.8
C 5.01480 -3.53072 5.01605 -0.3 0.3 -1.3
N 5.82540 -2.31880 5.22722 0.0 1.0 0.2
O 7.14798 -2.65178 5.63151 -0.3 -1.8 0.9
C 4.86089 -4.42800 6.23181 -0.4 -0.5 0.7
C 5.74626 -4.38099 3.89400 -1.4 -0.3 2.1
C 5.18959 -1.47877 7.54838 0.0 -0.5 -0.4
H 7.34457 -0.32256 6.19011 -1.1 0.7 -0.6
H 5.99851 0.80302 6.51732 0.1 0.8 -0.6
H 6.41748 0.21737 4.74443 -0.2 0.7 -0.2
H 3.64103 0.08148 6.14727 0.1 -0.7 -1.0
H 4.25297 -0.35489 4.45966 -0.2 0.4 0.1
H 2.02318 -1.57888 5.05503 0.4 0.0 -0.5
H 2.88654 -2.30691 6.33288 0.0 -0.2 -0.3
H 3.73218 -2.65679 3.41593 0.5 0.1 -0.4
H 2.93040 -3.84758 4.33649 -0.4 -0.9 0.1
H 4.34147 -4.03549 7.11409 -0.2 0.1 -0.5
H 4.34558 -5.34976 5.92878 0.2 0.1 0.1
H 5.83208 -4.72003 6.64053 0.1 -0.2 -0.2
H 6.28085 -3.66832 3.30452 0.4 -0.1 -0.8
H 6.32422 -5.20148 4.33514 0.7 0.6 0.0
H 4.95466 -4.96169 3.43281 -0.2 0.3 -0.9
H 6.11373 -1.88040 7.95434 0.1 -0.4 -0.2
H 4.36737 -2.21079 7.64238 0.5 0.6 0.5
H 5.03018 -0.59960 8.14945 -0.5 0.5 0.1
H 7.07675 -3.47961 6.21043 0.2 1.7 -0.9
C 2.65409 3.38197 -0.61669 0.2 0.7 -1.7
C 2.50777 4.93820 -0.89836 0.2 -1.2 -1.2
C 1.02750 5.33841 -1.06027 -0.7 -2.1 1.6
C 0.76787 6.80726 -1.12568 1.4 0.5 0.4
C 1.39783 7.43633 0.11717 -1.3 -2.2 -0.4
C 2.86723 7.17321 0.20325 2.4 1.2 1.6
N 3.13400 5.68238 0.20001 -0.5 0.5 -0.3
O 4.52344 5.29911 0.22473 0.3 1.4 -0.1
C 3.63550 8.02204 -0.86765 0.0 -0.1 0.1
C 3.39466 7.65214 1.62249 0.4 -0.5 0.1
C 3.18468 5.22581 -2.25514 0.5 1.2 1.0
H 2.05084 2.98485 0.17527 -0.2 0.0 0.6
H 3.69850 3.11810 -0.51269 0.2 0.3 0.7
H 2.43050 2.76559 -1.51399 -0.5 0.7 0.3
H 0.66391 4.86490 -1.95301 0.0 -0.4 -0.6
H 0.43352 4.77256 -0.23899 0.7 1.3 -0.9
H -0.26237 7.05971 -1.17268 -1.0 0.0 0.0
H 1.22851 7.22966 -2.01903 -0.1 0.0 -0.2
H 0.83627 6.95262 0.91181 0.4 -0.2 0.6
H 1.09267 8.43183 0.19606 0.3 2.0 0.1
H 3.59881 9.13094 -0.71798 -0.2 -1.0 0.4
H 4.70266 7.74300 -0.81585 -0.3 0.2 -0.4
H 3.21600 7.86682 -1.86696 0.5 0.0 0.2
H 3.57020 8.73725 1.72185 -0.7 -0.3 -0.2
H 2.71692 7.25473 2.38680 -0.1 0.4 -0.1
H 4.37511 7.23576 1.93781 -0.4 -0.1 -0.8
H 4.26330 5.20668 -2.26261 0.4 -0.4 0.3
H 2.95921 6.20613 -2.64114 -0.4 0.3 -0.1
H 2.84872 4.55951 -2.97495 -0.7 -1.5 -1.3
H 5.05581 5.98829 -0.24349 -0.7 -0.7 0.3
C -2.92365 5.84917 0.64902 1.4 0.6 -1.9
C -2.53566 5.39289 2.05859 -1.5 0.4 1.2
C -3.58767 5.99056 3.05975 0.0 1.3 -0.9
C -4.93626 5.30579 2.96785 1.8 -1.9 2.4
C -4.64876 3.82328 3.38463 -0.2 1.3 -0.1
C -3.76474 3.12606 2.40039 1.0 -0.4 0.4
N -2.50233 3.91051 2.30892 0.5 0.7 -0.5
O -1.65132 3.31881 1.29893 -0.5 0.3 0.4
C -3.40280 1.75943 3.02768 -0.1 0.0 -0.7
C -4.48262 2.92500 1.08535 -1.6 0.5 -1.6
C -1.18560 6.05160 2.44164 -1.6 0.0 -0.2
H -2.10940 5.56852 -0.04538 0.0 -0.1 0.3
H -2.94351 6.96550 0.50352 -0.2 -0.9 0.7
H -3.77607 5.45374 0.09952 -0.4 -0.2 0.8
H -3.25093 6.01571 4.09330 0.3 -0.6 0.1
H -3.67731 7.08640 2.84490 0.0 -0.7 -0.2
H -5.38023 5.36231 2.02745 -0.8 0.3 -1.5
H -5.57769 5.64543 3.74446 -0.8 0.8 0.4
H -5.54262 3.24487 3.49563 -0.8 -0.3 -0.1
H -4.18597 3.78742 4.37783 0.1 0.3 -0.1
H -2.67023 1.84897 3.83038 -0.1 0.1 0.0
H -4.29780 1.23422 3.38565 0.1 0.2 0.0
H -2.99817 1.15431 2.22702 0.4 -0.4 0.0
H -5.16793 3.79310 0.82880 1.0 -0.8 0.3
H -3.83765 2.77299 0.20399 0.1 0.1 0.5
H -5.19532 2.07685 1.08255 0.5 0.2 0.4
H -0.37850 5.53370 1.97274 0.7 -0.1 -0.4
H -1.09374 5.99377 3.51591 0.3 0.0 0.3
H -1.27089 7.11538 2.13782 0.4 -0.6 0.1
H -0.82004 3.23000 1.78607 0.3 -0.4 0.0
C -5.32942 -2.57662 -1.02401 -0.3 -0.7 -1.8
C -5.55673 -1.75458 0.23280 0.1 -2.8 0.0
C -6.15229 -0.47944 -0.19488 -1.4 1.9 0.3
C -7.61886 -0.72075 -0.68844 0.6 0.4 -1.9
C -8.43409 -1.23909 0.43155 -0.4 0.1 2.1
C -7.98027 -2.61635 0.92177 -0.9 0.4 0.5
N -6.56679 -2.49877 1.18110 1.5 1.2 -0.3
O -6.12977 -3.81119 1.50795 0.9 0.7 -0.1
C -8.62936 -2.77800 2.34914 1.2 -0.7 -0.7
C -8.43431 -3.74266 -0.08174 0.1 1.1 -0.9
C -4.23468 -1.59014 1.02159 -0.1 2.4 -0.8
H -6.27291 -2.72139 -1.62198 0.9 -0.1 0.9
H -4.89994 -3.56371 -0.81241 -0.1 0.2 0.0
H -4.70056 -2.07291 -1.79818 0.1 -0.1 0.9
H -6.20313 0.14304 0.72727 -0.1 0.1 -0.7
H -5.49373 0.03094 -0.94347 -0.6 -0.4 0.6
H -7.62347 -1.36761 -1.62519 0.0 0.5 1.3
H -8.16150 0.15179 -1.04151 0.6 0.7 -0.1
H -9.51149 -1.23987 0.28585 -0.2 -0.3 -0.6
H -8.37491 -0.52189 1.32737 0.4 -0.8 -1.2
H -8.73732 -1.79857 2.79971 0.1 0.1 0.2
H -9.59832 -3.20653 2.22314 -0.8 -0.5 0.2
H -7.97467 -3.40747 2.99091 -0.7 0.3 -0.5
H -8.11500 -4.74000 0.17343 -0.2 -0.3 0.6
H -9.52187 -3.67429 -0.24785 0.3 -0.3 0.5
H -8.04177 -3.61104 -1.11451 0.0 0.3 0.7
H -3.48291 -0.81602 0.56454 -1.4 -1.6 0.4
H -3.75503 -2.50115 1.26409 0.6 -1.0 -0.3
H -4.48031 -1.17710 1.98291 -0.3 0.4 0.6
H -5.32904 -3.63438 2.03966 -0.5 -0.5 0.1
C 3.13572 -0.58909 1.33293 -2.5 -0.5 -0.4
C 3.96956 -0.89529 0.05064 0.6 1.6 0.3
C 5.10622 -1.80438 0.48740 -0.8 -0.1 -1.4
C 4.67309 -3.24426 0.60169 1.1 -1.2 -0.8
C 3.84223 -3.76427 -0.62851 0.7 0.9 -1.0
C 2.64676 -2.79248 -0.98855 1.6 -1.5 1.2
N 3.23304 -1.46047 -1.07124 -0.2 -0.3 -0.6
O 2.21706 -0.58709 -1.47557 -0.7 0.9 0.2
C 2.00886 -3.20972 -2.30865 2.7 -1.5 -0.6
C 1.58318 -2.99029 0.03088 0.0 -1.5 1.0
C 4.56764 0.44412 -0.47176 -0.1 0.0 0.6
H 3.50390 -1.20638 2.17751 -0.5 0.5 -0.4
H 2.02069 -0.83355 1.12658 1.8 0.2 0.7
H 3.05156 0.46639 1.63703 0.7 -0.2 -0.2
H 5.88688 -1.77327 -0.25116 0.5 0.2 -0.5
H 5.47215 -1.35363 1.38667 0.5 -0.2 0.7
H 3.99120 -3.36471 1.40529 -0.3 -0.3 1.3
H 5.65687 -3.81561 0.80612 -1.9 0.3 -0.3
H 3.39279 -4.75564 -0.46139 0.4 0.4 0.2
H 4.47861 -3.82519 -1.54868 -0.2 0.0 0.6
H 0.99351 -2.90884 -2.44762 -0.4 0.4 -0.3
H 2.73917 -2.87665 -3.04904 -0.7 0.6 -0.6
H 2.14112 -4.32290 -2.47147 -0.7 0.9 0.7
H 1.85560 -2.86009 1.08245 -0.2 0.6 -0.3
H 0.74535 -2.45476 -0.34996 -1.0 0.5 0.7
H 1.39783 -4.07417 0.00017 -0.5 0.2 -0.2
H 3.82521 1.06520 -0.95600 -0.3 0.0 0.3
H 5.33414 0.34701 -1.21175 0.5 -0.7 -0.6
H 5.04473 0.99012 0.34553 -0.3 0.0 0.1
H 1.77161 -0.18869 -0.67952 0.1 -0.3 -0.6
C -3.43805 -7.28398 -0.60400 1.6 -1.2 -0.3
C -4.66204 -6.53107 -0.74280 -1.5 0.2 0.3
C -5.81740 -7.44014 -1.06019 1.2 -1.7 -0.2
O -4.90466 -5.90624 0.54290 0.4 -0.3 -0.9
H -3.51062 -7.88322 0.28727 0.2 -0.3 0.5
H -2.62807 -6.60955 -0.55908 1.2 0.7 0.5
H -3.18031 -7.93369 -1.44175 -0.5 -0.1 -0.1
H -4.54284 -5.82432 -1.55478 -0.1 0.8 0.0
H -5.95129 -7.59089 -2.11572 -0.2 0.3 -0.6
H -6.64862 -6.99915 -0.61612 -1.9 0.3 0.5
H -5.63589 -8.48068 -0.68522 -0.3 0.9 0.2
H -5.69607 -5.34864 0.49719 0.2 0.2 0.1
C 4.02645 3.96914 4.73093 -1.0 -0.3 -0.7
C 4.32650 4.11460 3.22621 0.0 0.3 0.4
C 5.37332 3.06905 2.70550 -0.9 3.7 0.0
O 3.05818 4.06990 2.49290 1.2 -0.5 1.0
H 4.66855 4.44742 5.41580 1.5 0.8 0.3
H 4.06387 2.93006 5.03252 -0.4 -0.4 0.0
H 3.06467 4.43369 4.98566 0.1 -0.5 -0.3
H 4.67662 5.12914 3.05572 0.4 0.1 0.0
H 4.91150 2.16937 2.86451 -0.8 -2.7 -0.2
H 6.27762 3.14925 3.25870 0.7 0.0 0.8
H 5.62012 3.36980 1.69499 -0.2 -0.6 -0.4
H 3.14353 4.71393 1.78300 -0.2 0.4 -0.7
C 0.57097 -2.70791 -5.99151 -0.3 -1.5 0.3
C 1.34193 -1.98889 -7.07048 -0.1 -1.1 -0.7
C 1.03146 -2.57172 -8.43813 0.6 -1.0 -0.5
O 0.99397 -0.65602 -7.14700 -0.5 1.5 -0.5
H 1.15148 -3.59294 -5.67314 -0.1 0.4 0.1
H -0.35131 -3.17528 -6.42297 0.4 0.8 0.5
H 0.35645 -2.08883 -5.10415 0.1 -0.2 -0.4
H 2.42166 -2.08477 -6.93610 0.2 0.0 0.3
H -0.01941 -2.93122 -8.53586 0.8 0.4 0.0
H 1.74195 -3.40879 -8.64219 -0.8 0.3 0.1
H 1.28336 -1.81399 -9.18388 -0.3 -0.1 -0.1
H 1.14194 -0.25846 -6.29385 0.1 0.6 0.8
C -1.86319 5.61525 -3.16274 -1.3 -0.9 -1.7
C -1.70640 5.33895 -4.67641 0.2 1.2 1.2
C -0.81277 6.48295 -5.23453 -1.4 -1.5 -1.6
O -0.99834 4.12708 -4.85080 -1.0 -0.6 -0.6
H -0.94348 5.87566 -2.73141 1.1 0.2 0.5
H -2.30061 4.76431 -2.67103 -0.1 -0.5 0.3
H -2.56631 6.40929 -3.08125 -0.5 1.0 0.4
H -2.74202 5.33080 -5.13010 1.2 -0.2 0.1
H -0.38149 6.04247 -6.17451 -0.2 1.1 0.7
H -0.06575 6.71829 -4.53263 1.3 0.0 0.8
H -1.37406 7.41011 -5.36970 -0.1 -0.2 -0.4
H -1.65626 3.46206 -5.16290 0.6 0.0 0.3
C 0.66678 3.29153 4.74285 -0.5 -0.2 -2.5
C 1.22272 2.24268 3.68679 0.6 -0.9 2.1
C 0.79215 0.78170 3.82103 -0.8 0.3 1.1
O 0.90390 2.59445 2.37957 -0.1 0.7 -0.6
H 1.10527 4.28933 4.36588 -0.8 -1.4 1.1
H 0.97654 2.95098 5.71390 0.4 0.4 0.6
H -0.46566 3.32268 4.74024 1.2 0.1 -0.2
H 2.34370 2.20647 3.86702 -1.1 0.4 -0.5
H -0.13036 0.62182 3.24681 -0.1 0.0 0.4
H 0.64706 0.52378 4.90240 0.0 0.0 -0.9
H 1.51832 0.11529 3.37396 0.3 -0.1 0.1
H 1.50009 3.35074 2.24738 0.3 0.1 -0.5
C -0.54036 2.50167 -10.15758 1.1 -0.2 -1.8
C -0.26206 3.00535 -8.77836 -0.8 -0.2 0.6
C -1.29078 4.10463 -8.39855 0.0 -1.5 0.7
O -0.37588 1.84428 -7.89707 0.4 1.0 -0.1
H -0.67660 3.33212 -10.85826 -0.3 -0.1 0.1
H -1.39793 1.85869 -10.12708 -0.8 0.0 -0.1
H 0.23734 1.86300 -10.66751 -0.2 0.6 1.0
H 0.70486 3.48783 -8.71151 0.6 -0.3 0.2
H -1.04943 4.95521 -9.02806 -0.4 0.2 -0.1
H -1.19974 4.39134 -7.32094 -0.1 -0.3 -0.9
H -2.30783 3.67940 -8.59470 0.6 0.7 0.2
H 0.16173 1.14124 -8.29747 -0.2 0.0 0.4
C 2.86074 -8.54281 -1.01412 0.2 -1.0 0.0
C 2.24804 -7.19902 -0.80344 0.0 0.5 -1.1
C 0.76655 -7.15321 -1.01631 -1.6 0.3 -1.1
O 2.51973 -6.73863 0.47922 1.7 0.3 1.7
H 2.87892 -8.98179 -0.03315 0.0 -0.8 0.4
H 3.87491 -8.55518 -1.40705 0.2 0.4 0.1
H 2.30280 -9.17768 -1.68401 -0.4 -0.2 -0.2
H 2.71073 -6.55610 -1.54378 0.1 0.7 -0.3
H 0.54738 -7.35365 -2.07965 0.2 -0.3 0.3
H 0.25177 -6.16619 -0.91566 0.9 -0.5 0.5
H 0.20406 -7.89078 -0.42972 0.3 0.1 0.1
H 3.46538 -6.95867 0.70527 -1.5 0.4 -0.3
C -0.79056 1.88820 -1.66071 1.1 0.9 1.1
C -0.84827 0.82240 -0.58085 -0.2 -1.2 0.4
C -1.18013 -0.59855 -1.18034 1.6 1.3 0.6
O 0.38174 0.72627 0.14323 0.6 -1.2 -1.6
H -0.06326 1.56711 -2.42948 -0.7 0.2 0.1
H -0.38890 2.85374 -1.18998 -0.7 -1.3 -0.7
H -1.81055 2.05607 -2.01389 0.3 0.1 -0.4
H -1.62161 1.06901 0.15505 -0.1 0.0 -0.2
H -1.20373 -1.37673 -0.42616 0.6 -0.1 0.3
H -0.52039 -0.85812 -2.03554 -0.4 0.1 0.5
H -2.18608 -0.54363 -1.44536 -1.8 0.1 -1.2
H 0.45170 1.19818 0.95354 -0.4 1.1 1.1
C -4.55961 0.60102 -5.39825 -0.7 -0.9 2.0
C -3.08721 0.80955 -5.15586 0.8 -0.4 0.8
C -2.19883 -0.35005 -5.60493 0.5 0.3 -1.3
O -2.64420 1.95403 -5.85343 0.8 0.2 -0.9
H -5.13873 1.37042 -4.85557 0.2 0.0 -0.7
H -4.81571 -0.31415 -4.80304 -0.1 0.3 -0.8
H -4.88602 0.50084 -6.43740 0.3 0.1 0.2
H -2.87792 0.97387 -4.06543 -0.5 0.0 -0.7
H -2.41450 -1.33255 -5.19360 -0.1 0.1 0.3
H -1.11181 -0.11261 -5.52799 -0.8 -0.1 0.5
H -2.32389 -0.41736 -6.70588 -0.1 -0.3 0.3
H -2.06634 1.59332 -6.56784 -0.2 0.9 0.4
```
Forces are in eV/Å.

The HOMO energy comes out at -7.90 eV. For the molar mass, the calculation gives 1608.54 g mol⁻¹. Its spin multiplicity is 1. The total energy is -5115.0659 a.u. Its HOMO-LUMO gap is 8.36 eV.